Formula: C25H17MnN2O10PS
Source: the Open Molecules 2025 dataset
Level of theory: the ωB97M-V functional and the def2-TZVPD basis

Last column: Löwdin charge in e.
Cartesian coordinates (Å):
Mn (-1.1720, 1.0743, 1.4494)  0.6928
C (1.2691, -0.6470, -3.7942)  -0.0744
C (2.1727, -0.8766, -2.7648)  -0.0660
C (2.0382, -0.2043, -1.5610)  -0.0839
C (1.0015, 0.7102, -1.3879)  -0.3249
C (0.0943, 0.9360, -2.4204)  -0.0726
C (0.2306, 0.2572, -3.6217)  -0.0719
P (0.7703, 1.5124, 0.2184)  1.1230
C (2.3919, 1.7491, 0.9446)  -0.3360
C (2.6345, 1.2295, 2.2118)  -0.0654
C (3.8863, 1.3953, 2.7894)  -0.0589
C (4.8817, 2.0754, 2.1057)  -0.0702
C (4.6399, 2.5922, 0.8371)  -0.0741
C (3.3975, 2.4264, 0.2525)  -0.0839
C (-0.1430, 3.0358, -0.0858)  -0.3401
C (0.0671, 4.2373, -0.7529)  -0.0503
C (-0.9869, 5.1387, -0.7887)  -0.0588
C (-2.2093, 4.8546, -0.1731)  -0.0546
C (-2.4100, 3.6643, 0.5104)  -0.0392
C (-1.3560, 2.7603, 0.5286)  -0.1942
H (1.3747, -1.1749, -4.7330)  0.1063
H (2.9800, -1.5847, -2.8975)  0.1088
H (2.7290, -0.3945, -0.7494)  0.1136
H (-0.7164, 1.6411, -2.2819)  0.1091
H (-0.4723, 0.4325, -4.4254)  0.1072
H (1.8494, 0.7056, 2.7408)  0.1007
H (4.0811, 0.9931, 3.7743)  0.1111
H (5.8549, 2.2030, 2.5614)  0.1072
H (5.4224, 3.1184, 0.3068)  0.1064
H (3.2084, 2.8095, -0.7437)  0.1092
H (1.0093, 4.4654, -1.2340)  0.1107
H (-0.8585, 6.0824, -1.3031)  0.1091
H (-3.0103, 5.5811, -0.2169)  0.1107
H (-3.3417, 3.4525, 1.0174)  0.1167
O (-2.0898, 1.7036, 4.9637)  -0.2430
S (-1.8246, 0.8895, 3.8311)  0.4288
O (-1.5468, -0.5062, 4.0190)  -0.2730
O (-2.7505, 1.1531, 2.6446)  -0.3500
O (-0.5111, 1.4760, 3.0217)  -0.3629
O (0.5613, -1.4042, 0.8550)  0.0925
C (-0.6027, -1.4688, 0.5378)  -0.5005
O (-1.4251, -0.4237, 0.5395)  -0.1192
C (-1.2491, -2.7461, 0.1191)  -0.0763
C (-2.6161, -2.8213, -0.1111)  0.0961
C (-3.1501, -4.0382, -0.4924)  -0.0982
C (-2.3840, -5.1741, -0.6533)  0.0959
C (-1.0277, -5.0545, -0.4176)  -0.0996
C (-0.4425, -3.8669, -0.0314)  0.0943
N (-0.1741, -6.2496, -0.5932)  -0.3492
O (-0.7229, -7.2823, -0.9103)  0.0947
O (1.0158, -6.1122, -0.4071)  0.0935
N (-4.6055, -4.1286, -0.7477)  -0.3487
O (-5.2496, -3.1072, -0.6483)  0.0963
O (-5.0502, -5.2166, -1.0435)  0.0940
H (-3.2552, -1.9596, 0.0087)  0.1370
H (-2.8277, -6.1116, -0.9510)  0.1357
H (0.6196, -3.8024, 0.1537)  0.1385

As for the expectation value of S²: 0.794. The max |F| is 0.844 eV/Å. As for the frontier orbital gap (alpha / beta): 7.6 / 8.2 eV. The spin multiplicity is 2. For the relative energy (zero: lowest compared OMol25 entry of this formula, charge and spin), the calculation gives 0.0 kJ/mol. For the LUMO energy (alpha / beta), the calculation gives -2.16 / -1.60 eV. Its charge is 0.